# 1
Computed, not measured: 2 unconnected molecules or ions with the total composition CH5PS2 at a distorted geometry, with ωB97M-V with the def2-TZVPD basis set.

Structure (XYZ):
```
9
Properties=species:S:1:pos:R:3:forces:R:3
C -1.3994 0.4702 -0.1962 -4.0 -0.2 2.5
H -0.8118 -1.8397 -0.5219 -0.2 -0.2 -0.1
P -0.6377 -1.0190 0.6070 1.7 0.5 -0.8
S 1.9296 -0.7411 -0.6874 -2.4 -0.8 0.6
H -2.3824 0.1493 -0.6563 1.5 0.1 -0.4
H -0.6525 0.8092 -0.8058 1.3 1.2 -2.1
H -1.8589 1.3109 0.4477 1.6 -1.3 -0.3
H 3.1545 0.0615 1.5172 -0.7 1.5 -2.1
S 2.6586 0.7988 0.2958 1.3 -0.7 2.7
```
Positions in Å, forces in eV/Å.

Calculated values
spin multiplicity: 1
gap between HOMO and LUMO (alpha / beta): 7.10 / 6.74 eV
total energy: -32075.0878 eV
highest occupied orbital energy (alpha / beta): -8.3 / -8.2 eV
M: 112.16 g/mol
energy relative to the best compared isomer or geometry (same formula, charge and spin): 2.969 eV
total charge: 0

natural (NBO) population analysis, charges in e, atoms 1 to 4: number 1, C, carries -0.97; number 2, H, carries -0.05; number 3, P, carries 0.51; number 4, S, carries -0.23

# 2
Computed, not measured: 2 unconnected molecules or ions with the total composition CH5PS2 at a distorted geometry, with ωB97M-V with the def2-TZVPD basis set.

Structure (XYZ):
```
9
Properties=species:S:1:pos:R:3:forces:R:3
H -3.0105 0.7582 -2.2495 2.4 -0.5 0.0
H 0.9438 -0.8421 -0.3149 -2.4 -0.5 2.0
S -1.5705 0.3975 -2.3684 -2.7 0.0 -0.7
P -0.0365 1.0271 0.8849 0.7 1.1 -2.0
H -0.3538 -1.4305 1.1557 0.7 0.7 -1.1
H -0.8350 -0.7452 -0.4693 -0.3 -0.2 0.2
S -0.6243 2.0248 -1.7978 0.6 -0.4 2.4
H 1.3400 1.3207 0.4275 -1.1 -0.2 0.6
C -0.0773 -0.7059 0.3305 2.2 -0.1 -1.3
```
Positions in Å, forces in eV/Å.

Calculated values
spin multiplicity: 1
gap between HOMO and LUMO (alpha / beta): 7.07 / 7.08 eV
total energy: -32075.1370 eV
highest occupied orbital energy (alpha / beta): -8.3 / -8.3 eV
M: 112.16 g/mol
energy relative to the best compared isomer or geometry (same formula, charge and spin): 2.920 eV
total charge: 0

natural (NBO) population analysis, charges in e, atoms 1 to 4: number 1, H, carries 0.13; number 2, H, carries 0.25; number 3, S, carries -0.11; number 4, P, carries 0.52

# 3
Computed, not measured: 2 unconnected molecules or ions with the total composition CH5PS2 at a distorted geometry, with ωB97M-V with the def2-TZVPD basis set.

Structure (XYZ):
```
9
Properties=species:S:1:pos:R:3:forces:R:3
P -0.5450 -0.5192 -1.0368 -0.1 -1.2 1.0
H 1.6577 -1.3476 -0.0310 -1.5 1.0 0.7
S 0.0135 2.9392 -0.7860 -0.7 -1.2 0.8
H -1.4409 -1.5608 -0.5891 0.1 0.0 -0.8
H 0.7556 0.0778 0.8514 0.6 -0.8 0.0
H 0.5393 2.2160 0.2409 0.0 0.5 -0.4
S -1.8579 0.7276 -0.0645 0.6 1.4 -0.3
C 0.6625 -0.9129 0.3641 1.1 0.3 -1.0
H 0.2151 -1.6201 1.0511 0.0 0.0 0.1
```
Positions in Å, forces in eV/Å.

Calculated values
spin multiplicity: 1
gap between HOMO and LUMO (alpha / beta): 6.98 / 6.82 eV
total energy: -32074.9011 eV
highest occupied orbital energy (alpha / beta): -9.3 / -9.1 eV
M: 112.16 g/mol
energy relative to the best compared isomer or geometry (same formula, charge and spin): 3.156 eV
total charge: 0

natural (NBO) population analysis, charges in e, atoms 1 to 4: number 1, P, carries 0.48; number 2, H, carries 0.24; number 3, S, carries -0.16; number 4, H, carries -0.01

# 4
Computed, not measured: CH5PS2 in the gas phase at a distorted geometry, with ωB97M-V with the def2-TZVPD basis set.

Structure (XYZ):
```
9
Properties=species:S:1:pos:R:3:forces:R:3
H 1.6001 -0.1645 -0.3233 -0.7 0.8 -0.7
S -0.8483 -1.0885 0.9564 2.8 1.2 -0.6
C 1.0118 0.7559 -0.6230 -0.1 -0.7 0.5
P -0.8043 0.3045 -0.9380 -0.2 -0.3 0.7
H 1.0799 1.3918 0.2678 0.1 0.2 -0.5
H -1.4517 1.3897 -0.2182 0.5 -0.6 -0.3
H 0.1647 -1.8834 0.3204 -1.6 0.2 0.7
H 1.4500 1.2197 -1.5453 -0.4 -0.4 0.9
S -2.2022 -1.9251 2.1031 -0.4 -0.4 -0.7
```
Positions in Å, forces in eV/Å.

Calculated values
spin multiplicity: 1
gap between HOMO and LUMO: 7.18 eV
total energy: -32075.2880 eV
highest occupied orbital energy: -7.9 eV
M: 112.16 g/mol
structure (SMILES): C[PH]#[SH]=S
energy relative to the best compared isomer or geometry (same formula, charge and spin): 2.769 eV
total charge: 0

natural (NBO) population analysis, charges in e, atoms 1 to 4: number 1, H, carries 0.24; number 2, S, carries 0.03; number 3, C, carries -0.94; number 4, P, carries 0.47

# 5
Computed, not measured: 2 unconnected molecules or ions with the total composition CH5S2, with ωB97M-V with the def2-TZVPD basis set.

Structure (XYZ):
```
8
Properties=species:S:1:pos:R:3:forces:R:3
H -0.5460 1.7766 0.5184 0.2 0.1 0.2
H -0.0382 1.9298 -1.1275 0.2 -0.2 -0.1
S -0.5060 -3.2913 -0.1483 0.2 0.0 -0.1
H -0.0177 -2.0150 -0.0368 0.0 0.1 0.1
C 0.3523 1.7780 -0.1126 -0.5 0.2 -0.2
H -1.5128 -3.1134 0.7087 0.0 0.1 0.1
S 1.3232 0.2649 0.0901 0.1 -0.4 0.0
H 0.9452 2.6705 0.1080 0.0 0.0 0.2
```
Positions in Å, forces in eV/Å.

Calculated values
spin multiplicity: 1
gap between HOMO and LUMO: 5.92 eV
total energy: -22789.2582 eV
highest occupied orbital energy: -2.4 eV
M: 81.19 g/mol
energy relative to the best compared isomer or geometry (same formula, charge and spin): 0.351 eV
total charge: -1

natural (NBO) population analysis, charges in e, atoms 1 to 4: number 1, H, carries 0.17; number 2, H, carries 0.17; number 3, S, carries -0.40; number 4, H, carries 0.22

# 6
Computed, not measured: 2 unconnected molecules or ions with the total composition CH5S3, with ωB97M-V with the def2-TZVPD basis set.

Structure (XYZ):
```
9
Properties=species:S:1:pos:R:3:forces:R:3
S -0.3122 -1.7422 -0.5982 0.1 -0.1 0.2
H -0.4825 -1.2880 1.7825 0.2 0.2 0.1
S -0.0882 0.1351 -1.4535 0.1 -0.1 -0.1
H 1.0831 -0.7393 1.0507 0.0 0.2 0.2
H 0.8314 -2.4420 1.4088 0.0 -0.2 0.1
H 0.0802 1.2494 0.1278 -0.2 0.4 0.4
C 0.3363 -1.5253 1.1047 -0.2 0.0 -0.6
H -0.1809 3.2413 0.5539 0.0 0.0 -0.1
S 0.1016 2.1638 1.2950 0.1 -0.3 -0.2
```
Positions in Å, forces in eV/Å.

Calculated values
spin multiplicity: 1
gap between HOMO and LUMO: 6.23 eV
total energy: -33625.1416 eV
highest occupied orbital energy: -2.7 eV
M: 113.25 g/mol
energy relative to the best compared isomer or geometry (same formula, charge and spin): 0.162 eV
total charge: -1

natural (NBO) population analysis, charges in e, atoms 1 to 4: number 1, S, carries -0.03; number 2, H, carries 0.20; number 3, S, carries -0.63; number 4, H, carries 0.22

What is the total charge in the sixth record? -1

Among the records above, which one has the lowest M? CH5S2